A cluster of 2 separate species, C9H14 in total in a non-equilibrium geometry, computed with ωB97M-V/def2-TZVPD.

Geometry as ORCA input:
```
! RIJCOSX wB97M-V def2-TZVPD def2/J DEFGRID3
* xyz 0 1
C -1.605 -1.359 0.430
C -0.340 -0.671 0.845
C -0.090 0.642 0.501
C 1.122 1.258 0.831
C 2.070 0.575 1.563
C 1.795 -0.738 1.960
C 0.615 -1.351 1.595
H -1.706 -2.345 0.865
H -1.625 -1.522 -0.647
H -2.504 -0.796 0.654
H -0.789 1.328 0.035
H 1.293 2.277 0.523
H 3.030 1.007 1.800
H 2.523 -1.260 2.561
H 0.439 -2.371 1.915
C -0.491 0.942 -3.096
C -1.974 0.607 -2.960
H 0.123 0.329 -2.441
H -0.160 0.703 -4.097
H -0.293 1.978 -2.834
H -2.220 -0.343 -3.420
H -2.571 1.361 -3.470
H -2.295 0.602 -1.928
*
```

Its highest occupied orbital energy is -0.333 Eh. As for the lowest unoccupied orbital energy: 1.053 eV. As for the relative energy (zero: lowest compared OMol25 entry of this formula, charge and spin): 0.159 eV. Its structure (SMILES) is Cc1ccccc1.CC. Its gap between HOMO and LUMO is 10.1 eV.

---

A structure of composition C28H23FN3O3Tc, computed with ωB97M-V/def2-TZVPD.

Geometry as ORCA input:
```
! RIJCOSX wB97M-V def2-TZVPD def2/J DEFGRID3
* xyz 1 4
Tc 0.511 0.365 0.450
C 4.231 -1.519 -0.761
C 3.166 -0.720 -0.094
N 1.906 -0.665 -0.543
N 1.613 -1.281 -1.721
C 0.492 -1.001 -2.258
O -0.310 -0.063 -1.592
C 0.136 -1.533 -3.573
C 0.793 -2.687 -4.015
C 0.549 -3.187 -5.279
C -0.353 -2.550 -6.121
C -1.005 -1.404 -5.693
C -0.766 -0.894 -4.429
C 3.387 0.109 1.052
C 4.536 0.067 1.847
C 4.670 0.956 2.891
C 3.656 1.880 3.134
C 2.525 1.841 2.344
N 2.380 0.985 1.332
H 3.887 -1.835 -1.739
H 4.472 -2.411 -0.178
H 5.142 -0.929 -0.870
H 1.486 -3.182 -3.351
H 1.065 -4.076 -5.617
H -0.544 -2.943 -7.110
H -1.700 -0.898 -6.349
H -1.264 0.015 -4.129
H 5.298 -0.671 1.640
H 5.551 0.936 3.518
H 3.744 2.614 3.922
H 1.700 2.521 2.515
C -3.209 2.235 1.758
C -1.825 1.684 1.904
O -1.141 1.524 0.871
C -1.307 1.349 3.211
C -1.811 1.974 4.364
C -1.283 1.710 5.603
C -0.257 0.767 5.723
C 0.225 0.101 4.620
C -0.268 0.383 3.334
O 0.211 -0.281 2.309
H -3.544 2.095 0.733
H -3.222 3.304 1.981
H -3.892 1.738 2.444
H -2.609 2.699 4.262
H -1.658 2.222 6.478
H 0.167 0.558 6.696
H 0.999 -0.650 4.710
F -5.765 -0.129 -2.051
C -4.433 -0.121 -1.934
C -3.775 -1.309 -1.674
C -2.396 -1.299 -1.562
C -1.714 -0.105 -1.720
C -2.377 1.085 -1.962
C -3.756 1.078 -2.074
H -4.339 -2.225 -1.559
H -1.854 -2.214 -1.355
H -1.814 2.003 -2.062
H -4.309 1.986 -2.271
*
```

Its expectation value of S² is 3.791. Its highest occupied orbital energy (alpha / beta) is -0.344 / -0.390 Eh. As for the lowest unoccupied orbital energy (alpha / beta): -3.514 / -3.933 eV. As for the relative energy (zero: lowest compared OMol25 entry of this formula, charge and spin): 0.616 eV. Its gap between HOMO and LUMO (alpha / beta) is 5.8 / 6.7 eV.

---

A cluster of 2 separate species, C5H10O2 in total in a non-equilibrium geometry, computed with ωB97M-V/def2-TZVPD.

Geometry as ORCA input:
```
! RIJCOSX wB97M-V def2-TZVPD def2/J DEFGRID3
* xyz 0 1
C -0.142 -1.434 0.120
C -0.684 -0.278 0.964
C 0.683 0.590 1.277
O 1.393 -0.428 1.915
C 1.308 1.142 0.024
C 0.686 1.270 -1.179
H -1.021 -1.973 -0.216
H 0.258 -0.997 -0.774
H 0.531 -2.060 0.666
H -1.457 0.147 0.346
H 0.298 1.265 1.998
H 2.324 1.446 0.228
H 1.226 1.407 -2.093
H -0.418 1.093 -1.307
H -2.470 -0.352 -2.136
H -0.944 -0.611 1.979
O -1.570 -0.228 -1.812
*
```

Its highest occupied orbital energy is -0.326 Eh. As for the lowest unoccupied orbital energy: -4.724 eV. As for the relative energy (zero: lowest compared OMol25 entry of this formula, charge and spin): 10.210 eV. Its gap between HOMO and LUMO is 4.1 eV.

---

A cluster of 2 separate species, C4H9N2O in total in a non-equilibrium geometry, computed with ωB97M-V/def2-TZVPD.

Geometry as ORCA input:
```
! RIJCOSX wB97M-V def2-TZVPD def2/J DEFGRID3
* xyz 0 2
C -1.591 0.789 2.440
C -0.616 0.490 1.365
C -0.211 1.222 0.308
N 0.292 0.376 -0.664
C 0.454 -0.895 -0.091
N -0.287 -0.852 1.097
H -1.245 0.428 3.413
H -2.602 0.425 2.256
H -1.664 1.873 2.568
H -0.219 2.294 0.200
H 0.704 0.606 -1.549
H 1.095 -1.650 -0.494
H -0.846 -1.607 1.454
H 2.309 -1.925 -3.886
H 2.359 -0.573 -4.617
O 2.066 -1.001 -3.801
*
```

Its expectation value of S² is 0.755. Its highest occupied orbital energy (alpha / beta) is -0.159 / -0.285 Eh. As for the lowest unoccupied orbital energy (alpha / beta): 0.777 / 0.765 eV. As for the relative energy (zero: lowest compared OMol25 entry of this formula, charge and spin): 0.784 eV. Its gap between HOMO and LUMO (alpha / beta) is 5.1 / 8.5 eV.

---

An isolated molecule of C4H2BrNS in a non-equilibrium geometry, computed with ωB97M-V/def2-TZVPD.

Geometry as ORCA input:
```
! RIJCOSX wB97M-V def2-TZVPD def2/J DEFGRID3
* xyz 0 1
N 1.580 1.505 0.615
C 1.483 0.372 0.203
C 1.264 -0.911 0.019
S -0.262 -1.906 -0.047
C -1.538 -0.778 -0.161
C -2.538 -0.136 -0.142
Br -3.820 1.030 -0.283
H 1.663 2.226 -0.146
H 2.167 -1.402 -0.058
*
```

Its highest occupied orbital energy is -0.301 Eh. As for the lowest unoccupied orbital energy: 0.578 eV. As for the relative energy (zero: lowest compared OMol25 entry of this formula, charge and spin): 1.428 eV. Its structure (SMILES) is N=C=CSC#CBr. Its gap between HOMO and LUMO is 8.8 eV.